Record 1
Computed, not measured: C20H57NNa2O11V as an isolated structure at a distorted geometry, with ωB97M-V with the def2-TZVPD basis set.

The spin multiplicity is 4. The value obtained for the HOMO-LUMO gap (spin up / spin down) is 3.98 / 3.85 eV. The calculation puts the HOMO energy (spin up / spin down) at -12.3 / -12.3 eV. As for the net charge: +2.

XYZ file:
```
92
Properties=species:S:1:pos:R:3:forces:R:3
Na 2.154866 -0.726207 3.770425 -0.8 -0.6 -0.4
Na 5.066929 1.095764 2.815355 -0.1 0.2 -0.4
V 5.136522 -0.760767 -0.406214 -3.8 0.7 -0.4
O 3.480457 0.088824 -1.479503 2.6 -0.5 2.1
C 2.359898 0.017579 -0.609016 -0.6 -1.6 -0.2
C 2.612951 0.064183 0.891243 -0.5 1.0 1.1
O 3.670535 -0.676470 1.517440 2.1 0.4 -1.6
H 1.848819 -0.928490 -0.836542 0.0 -0.1 0.3
H 1.574809 0.743312 -0.846521 0.3 0.5 0.0
H 1.664571 -0.270329 1.345064 -0.1 0.0 -0.2
H 2.719594 1.112307 1.220045 -0.1 0.1 -0.4
C -1.854592 -2.169289 -2.180998 -0.1 -0.6 0.2
C -2.463619 -1.543012 -0.920021 0.2 0.1 -0.1
C -3.991157 -1.637904 -0.863734 -0.6 0.0 -0.3
C -4.508759 -3.043331 -0.636938 0.5 -0.7 -0.3
C -3.950714 -3.531048 0.695896 -0.9 0.9 0.5
C -2.423376 -3.444457 0.828069 -0.4 -1.9 -0.5
N -1.943951 -2.184683 0.291661 -0.9 0.9 1.6
O -0.552625 -2.025033 0.530560 0.0 0.1 -0.4
C -2.153125 -3.658969 2.319006 1.0 1.3 0.5
C -1.837149 -4.662308 0.059663 0.1 -0.3 -0.2
C -2.084891 -0.076012 -0.930569 0.5 1.2 0.2
H -0.766151 -2.066225 -2.162488 0.0 0.3 -0.1
H -2.231812 -1.725557 -3.100702 0.0 0.0 0.0
H -2.040380 -3.243608 -2.189329 -0.1 0.1 -0.2
H -4.427651 -1.024238 -0.068296 0.5 0.1 0.2
H -4.415650 -1.189820 -1.767182 0.2 -0.2 -0.2
H -4.188503 -3.727199 -1.430816 0.0 0.2 -0.1
H -5.597386 -3.060377 -0.687142 0.0 0.0 0.3
H -4.293207 -4.518908 1.007994 0.2 -0.2 -0.4
H -4.393438 -2.885944 1.468166 0.1 0.1 0.0
H -1.083884 -3.564517 2.545938 0.0 -0.4 -0.2
H -2.610374 -2.887669 2.953234 -0.3 0.0 -0.3
H -2.512783 -4.621830 2.667326 0.0 -0.1 -0.2
H -1.833678 -5.597118 0.624378 -0.1 0.2 0.3
H -2.454620 -4.879895 -0.813049 0.2 0.1 -0.1
H -0.805046 -4.525694 -0.269339 -0.1 0.1 0.1
H -2.667588 0.576816 -0.272116 -0.1 -0.4 0.3
H -2.184129 0.392558 -1.912053 -0.1 -0.4 -0.1
H -1.030031 0.068237 -0.666682 0.0 -0.2 0.0
H -0.554143 -1.451744 1.306609 0.2 -0.1 0.0
O 1.323440 -3.514142 -1.176753 0.3 0.7 -0.1
H 0.474170 -3.097521 -0.969498 0.1 -0.1 0.0
H 1.715915 -2.945177 -1.883487 -0.6 -0.8 0.1
O 3.976397 3.013504 -1.241890 -0.2 -0.4 0.3
H 3.689696 2.081098 -1.217536 0.3 0.1 -0.4
H 4.630945 3.095306 -0.538562 -0.1 0.3 -0.1
O 2.435615 -3.363506 1.346984 0.3 0.5 0.6
H 1.933533 -3.370342 0.513465 -0.1 -0.3 -0.4
H 2.985970 -2.570456 1.296588 -0.1 -0.1 0.0
O 2.327501 -2.005174 -3.240130 0.2 -0.1 0.3
H 2.202969 -1.532933 -4.076310 -0.1 0.1 0.1
H 2.707875 -1.343598 -2.648505 0.1 0.2 -0.4
O 3.667365 3.165129 2.713301 0.1 -1.2 -0.1
H 3.451523 2.724114 3.543330 -0.5 0.7 0.3
H 2.844093 3.109797 2.169796 0.3 0.5 -0.2
C -0.059672 1.036729 -3.720597 -0.3 0.1 0.2
C 1.122718 1.451291 -4.565670 0.6 0.4 0.6
C 1.510486 2.925678 -4.336079 -0.7 -0.6 -0.6
O 2.247655 0.610517 -4.294462 0.4 -0.6 -0.4
H -0.948090 1.594917 -4.024329 -0.1 -0.2 -0.1
H 0.073639 1.281830 -2.658841 0.3 0.0 0.0
H -0.234947 -0.037571 -3.783350 -0.1 0.0 -0.1
H 0.902505 1.289281 -5.620169 0.0 -0.1 0.0
H 2.218430 2.991372 -3.510929 -0.1 0.2 0.1
H 0.583096 3.470040 -4.149368 0.2 0.3 0.2
H 1.954131 3.349053 -5.235075 0.2 0.0 0.1
H 2.530940 0.624277 -3.368617 -0.3 0.5 -0.2
C -1.672014 0.964078 5.086565 0.2 0.4 -0.4
C -1.259350 0.297322 3.774931 -0.4 -0.4 0.7
C -0.714792 1.293628 2.762108 -0.4 -0.7 0.4
O -0.306178 -0.752458 4.051703 1.8 0.0 -0.4
H -2.012394 0.233999 5.818132 -0.1 0.0 0.0
H -2.448500 1.711685 4.917602 -0.2 -0.2 0.0
H -0.840696 1.537724 5.507051 0.1 -0.2 0.0
H -2.114978 -0.223764 3.331208 -0.1 0.3 -0.1
H -0.497310 0.826023 1.800315 -0.2 0.1 -0.1
H 0.182387 1.832662 3.077508 -0.1 0.1 0.3
H -1.570745 1.966298 2.696227 0.4 0.4 -0.6
H -0.637835 -1.445810 4.631962 -0.5 0.2 -0.1
C 0.226192 4.990023 1.595881 0.4 0.3 0.2
C 0.460819 4.152444 0.349516 0.4 0.7 -0.6
C 0.574077 5.034828 -0.881094 -0.3 -0.3 -0.9
O 1.702178 3.434676 0.470087 0.3 -0.7 1.0
H 0.652743 4.542064 2.497453 -0.4 -0.3 0.0
H -0.830978 5.218513 1.718458 0.0 -0.2 0.2
H 0.735078 5.956175 1.538642 0.0 -0.1 -0.3
H -0.347665 3.430004 0.204698 0.0 -0.1 0.1
H 0.648426 4.423554 -1.786955 -0.1 -0.1 0.1
H 1.473672 5.651306 -0.892648 -0.1 0.1 0.4
H -0.303186 5.663707 -1.041685 0.1 0.1 0.2
H 2.197611 3.376877 -0.359794 -0.1 0.4 -0.1
```
Forces are in eV/Å.

Atomic partial charges in e from the Löwdin method, atoms 1 to 2: Na 0.706; Na 0.730



Record 2
Computed, not measured: C16H23NO3P2Pd as an isolated structure at a distorted geometry, with ωB97M-V with the def2-TZVPD basis set.

The spin multiplicity is 3. The value obtained for the HOMO-LUMO gap (spin up / spin down) is 7.02 / 6.67 eV. The calculation puts the HOMO energy (spin up / spin down) at -13.5 / -15.3 eV. As for the net charge: +2.

XYZ file:
```
46
Properties=species:S:1:pos:R:3:forces:R:3
Pd 0.071415 -0.031855 -0.050986 0.9 0.5 -0.7
O 2.132299 0.342356 -0.798990 0.5 0.1 -1.8
C 2.606402 0.376006 -1.956372 -1.6 -0.4 1.3
O -0.337723 -0.506304 -2.176880 1.7 0.6 -0.9
C 0.455639 -0.262602 -3.101427 -1.2 -0.3 0.5
O 0.025866 -0.421738 -4.338149 0.7 0.1 0.8
N 1.790084 0.164125 -3.085100 0.2 0.0 0.6
C 1.050419 -0.023984 -5.265971 -0.4 0.2 -0.9
C 2.315034 0.175410 -4.470101 0.6 -0.2 0.6
H 0.718256 0.909455 -5.714133 -0.1 -0.1 -0.2
H 1.121770 -0.823645 -5.997057 0.1 0.2 -0.1
H 2.816277 1.126733 -4.671431 -0.2 -0.2 -0.1
H 3.022895 -0.649399 -4.611314 -0.1 0.2 0.1
C 4.032317 0.623297 -2.137756 0.2 0.1 0.1
C 4.913109 0.128632 -1.249674 -0.4 0.2 -0.9
H 4.279455 1.269152 -2.982956 0.4 -0.4 0.2
H 4.612371 -0.524110 -0.421846 0.1 0.4 -0.4
H 5.963545 0.331652 -1.428685 0.0 -0.1 0.3
C -2.942675 -1.226615 -0.897805 -0.3 -1.3 -1.0
P -1.637856 -1.349568 0.372376 0.8 1.8 1.7
C -0.466873 -2.516571 1.286708 -0.7 -1.6 -0.7
C -2.465846 -0.477641 1.683970 -0.2 -0.1 0.7
C -3.808404 -0.786552 1.897382 0.3 0.4 0.2
C -4.541943 -0.027605 2.791840 -0.1 0.0 0.3
C -3.932247 1.030639 3.465228 -0.1 0.0 0.0
C -2.592468 1.333508 3.270860 0.0 -0.6 0.4
C -1.791599 0.540681 2.422620 -1.7 -1.1 -0.7
P -0.100303 0.922844 2.056860 1.5 1.0 0.3
C 0.189069 1.956672 3.518511 0.1 0.7 0.1
C 1.954571 0.441227 2.009193 -0.4 -0.9 -0.6
H -2.562602 -1.506562 -1.897649 -0.3 0.0 0.6
H -3.228145 -0.161556 -0.934372 0.5 -0.3 0.3
H -3.859135 -1.783855 -0.636249 0.6 0.0 -0.3
H 0.136651 -1.902535 1.981430 -0.7 -0.1 -0.4
H -1.020861 -3.295467 1.846853 0.4 0.3 -0.3
H 0.229043 -2.990962 0.565855 -0.5 0.1 0.4
H -4.284535 -1.603494 1.360914 0.1 0.2 0.2
H -5.584670 -0.273600 2.968829 0.1 0.1 0.0
H -4.503523 1.626056 4.172524 0.1 0.0 -0.2
H -2.178875 2.148090 3.836068 -0.1 0.1 0.0
H -0.189140 1.405479 4.394464 0.2 0.3 -0.2
H 1.238184 2.258940 3.683579 -0.7 -0.1 -0.3
H -0.455690 2.829943 3.326080 0.5 0.0 0.5
H 2.308588 0.359118 3.053965 -0.6 -0.1 -0.6
H 2.111756 -0.455217 1.386158 0.2 0.3 0.7
H 2.390101 1.301421 1.472637 -0.5 -0.2 0.4
```
Forces are in eV/Å.

Atomic partial charges in e from the natural (NBO) method, atoms 1 to 2: Pd 0.523; O -0.680